[1]
Molecular formula: C5H15N2O
Method: DFT, ωB97M-V with the def2-TZVPD basis set

```
23
Properties=species:S:1:pos:R:3:mulliken_charge:R:1
C 0.443 -1.792 0.479 -0.62
C -0.375 -1.181 1.591 -0.02
C -1.057 0.119 1.396 -0.43
C -0.184 1.207 0.742 -0.58
C -0.196 1.299 -0.804 -0.47
N 0.812 2.287 -1.181 -0.44
N -1.521 -1.367 -1.087 -0.62
H 0.615 -2.831 0.591 0.41
H 1.327 -1.293 0.236 0.21
H -0.245 -1.629 -0.398 0.08
H -0.256 -1.596 2.575 0.44
H -1.750 0.543 2.074 0.49
H -1.471 -1.037 1.034 0.10
H 0.901 0.982 1.012 0.36
H -1.201 1.558 -1.149 0.47
H 0.714 2.657 -2.171 0.29
H 1.806 1.559 -0.985 0.40
H -1.465 -1.950 -1.862 0.20
H -2.448 -1.293 -0.687 0.21
H -0.370 2.205 1.112 0.55
H 0.095 0.321 -1.165 0.38
H 3.385 0.644 -0.783 0.26
O 2.441 0.586 -0.568 -0.65
```

Results
2S+1: 1
Net charge: +1
LUMO level (eV): -8.288
Energy above the lowest of the compared OMol25 structures with the same formula, charge and spin (kcal per mole): 297.2
Orbital gap (eV): 3.8



[2]
Molecular formula: C23H42N4O6S2Tm
Method: DFT, ωB97M-V with the def2-TZVPD basis set

```
78
Properties=species:S:1:pos:R:3:mulliken_spin:R:1
Tm 0.030 -0.098 0.044 2.01
C 1.130 -0.449 -3.104 0.00
C -0.317 -0.646 -3.517 0.00
O -1.124 -0.449 -2.355 0.00
C -2.512 -0.434 -2.683 0.00
C -3.287 0.035 -1.460 0.00
O -2.614 -0.441 -0.290 0.00
C -3.481 -0.859 0.767 0.00
C -2.633 -1.631 1.759 0.00
O -1.446 -0.914 2.109 0.00
C -1.607 0.030 3.171 0.00
C -2.075 1.392 2.678 0.00
O -1.438 1.686 1.430 0.00
C -2.135 2.733 0.755 0.00
C -1.349 3.214 -0.444 0.00
O -0.828 2.103 -1.179 0.00
C -0.352 2.467 -2.485 0.00
C 1.065 1.943 -2.702 0.00
O 1.247 0.629 -2.167 0.00
H 1.750 -0.269 -3.983 0.00
H 1.519 -1.322 -2.579 0.00
H -0.460 -1.649 -3.927 0.00
H -0.602 0.080 -4.285 0.00
H -2.820 -1.432 -3.001 0.00
H -2.702 0.253 -3.512 0.00
H -4.303 -0.357 -1.504 0.00
H -3.341 1.124 -1.430 0.00
H -4.265 -1.518 0.386 0.00
H -3.960 0.009 1.225 0.00
H -2.289 -2.560 1.312 0.00
H -3.221 -1.866 2.647 0.00
H -0.635 0.116 3.644 0.00
H -2.313 -0.348 3.912 0.00
H -1.817 2.153 3.420 0.00
H -3.158 1.416 2.548 0.00
H -2.271 3.589 1.422 0.00
H -3.126 2.375 0.461 0.00
H -0.528 3.863 -0.121 0.00
H -2.025 3.800 -1.070 0.00
H -0.333 3.552 -2.592 0.00
H -1.040 2.065 -3.229 0.00
H 1.792 2.582 -2.199 0.00
H 1.293 1.963 -3.769 0.00
C -2.244 -3.484 -1.109 0.00
C -0.788 -3.603 -0.814 0.00
N 0.039 -2.661 -0.388 0.00
C 1.315 -3.195 -0.220 0.00
C 1.431 -4.514 -0.525 0.00
S -0.068 -5.145 -1.013 0.00
C 2.483 -2.398 0.149 0.00
C 3.584 -2.912 0.763 0.00
S 4.875 -1.800 0.693 0.00
C 3.846 -0.665 -0.102 0.00
N 2.619 -1.089 -0.284 0.00
C 4.410 0.636 -0.571 0.00
H -2.559 -2.452 -1.093 0.00
H -2.823 -4.057 -0.381 0.00
H -2.470 -3.921 -2.083 0.00
H 2.322 -5.121 -0.532 0.00
H 3.708 -3.886 1.211 0.00
H 5.310 0.443 -1.157 0.00
H 4.726 1.273 0.258 0.00
H 3.708 1.164 -1.214 0.00
N 1.503 -0.443 2.376 0.00
C 1.903 0.543 3.421 0.00
C 2.570 1.776 2.837 0.00
C 1.676 2.548 1.880 0.00
N 1.557 1.855 0.560 0.00
H 2.373 -0.828 2.021 0.00
H 1.064 -1.226 2.858 0.00
H 2.575 0.072 4.140 0.00
H 1.020 0.862 3.974 0.00
H 3.513 1.513 2.344 0.00
H 2.831 2.433 3.668 0.00
H 2.087 3.548 1.731 0.00
H 0.678 2.652 2.307 0.00
H 2.502 1.582 0.304 0.00
H 1.303 2.567 -0.116 0.00
```

Results
2S+1: 3
Net charge: +3
LUMO level (alpha / beta) (eV): -7.503 / -8.577
Orbital gap (alpha / beta) (eV): 9.1 / 8.0



Q: What is the formula in the first record?
A: C5H15N2O